DFT (wB97M-V/def2-TZVPD) results for 13 unconnected molecules or ions with the total composition C88H208B3Cl2F12N4O8P4 in a non-equilibrium geometry.

XYZ file:
```
329
Properties=species:S:1:pos:R:3
C 1.415 1.929 -1.634
C 2.015 3.145 -2.286
C 1.254 4.381 -1.871
C 1.951 5.725 -2.224
P 1.363 7.164 -1.327
C -0.411 6.880 -0.903
C -1.334 6.817 -2.137
C -2.228 8.033 -2.204
C -2.977 8.187 -3.510
C 2.117 7.493 0.232
C 3.533 8.170 0.343
C 4.672 7.399 -0.301
C 5.913 8.272 0.030
C 1.612 8.620 -2.384
C 1.025 9.908 -1.991
C 1.944 11.102 -2.387
C 2.243 11.201 -3.870
H 0.369 1.811 -1.905
H 1.350 2.040 -0.523
H 1.910 1.013 -1.948
H 2.085 3.056 -3.355
H 3.052 3.276 -2.020
H 1.073 4.295 -0.774
H 0.202 4.344 -2.226
H 1.977 5.957 -3.328
H 3.016 5.559 -2.050
H -0.697 7.766 -0.368
H -0.337 5.991 -0.241
H -1.849 5.847 -2.110
H -0.844 6.809 -3.123
H -1.613 8.922 -2.013
H -2.900 8.076 -1.356
H -3.560 7.266 -3.673
H -2.284 8.152 -4.382
H -3.685 9.065 -3.644
H 2.176 6.521 0.773
H 1.414 8.194 0.756
H 3.736 8.248 1.440
H 3.534 9.204 0.057
H 4.487 7.249 -1.383
H 4.620 6.435 0.175
H 5.683 9.310 0.063
H 6.692 8.185 -0.690
H 6.412 7.864 0.920
H 1.374 8.362 -3.451
H 2.698 8.725 -2.358
H 0.822 9.959 -0.923
H 0.041 10.058 -2.392
H 2.847 11.034 -1.752
H 1.440 11.999 -2.073
H 2.647 10.331 -4.397
H 2.978 11.993 -3.912
H 1.312 11.453 -4.370
C 2.933 -0.613 6.272
C 3.595 -1.672 7.086
C 4.126 -2.882 6.224
C 2.907 -3.551 5.548
P 2.920 -5.337 5.697
C 2.936 -5.899 7.438
C 1.579 -5.705 8.090
C 1.573 -6.120 9.601
C 2.373 -7.374 9.903
C 1.486 -6.045 4.939
C 1.448 -6.020 3.445
C 0.163 -6.666 2.894
C 0.155 -8.220 2.968
C 4.436 -5.918 4.822
C 4.612 -7.440 4.669
C 5.960 -7.743 3.978
C 6.274 -9.227 3.657
H 3.511 -0.261 5.396
H 2.665 0.260 6.826
H 2.018 -0.967 5.769
H 2.900 -2.088 7.849
H 4.427 -1.247 7.646
H 4.768 -3.560 6.831
H 4.859 -2.513 5.557
H 2.863 -3.268 4.475
H 1.935 -3.220 5.964
H 3.737 -5.383 8.044
H 3.140 -6.970 7.304
H 0.804 -6.305 7.610
H 1.296 -4.673 8.074
H 0.609 -6.207 10.068
H 2.075 -5.305 10.124
H 1.835 -8.293 9.581
H 2.352 -7.485 10.982
H 3.437 -7.433 9.646
H 0.663 -5.446 5.315
H 1.287 -7.035 5.344
H 2.291 -6.520 2.953
H 1.428 -4.993 3.114
H 0.014 -6.356 1.878
H -0.661 -6.213 3.459
H -0.881 -8.495 3.214
H 0.791 -8.641 3.722
H 0.495 -8.645 2.032
H 5.305 -5.603 5.396
H 4.476 -5.471 3.812
H 3.804 -7.905 4.097
H 4.710 -7.969 5.649
H 6.779 -7.315 4.539
H 5.903 -7.185 3.046
H 5.832 -9.508 2.712
H 5.872 -9.931 4.385
H 7.364 -9.378 3.596
C -4.371 4.735 -5.919
C -4.644 3.245 -5.587
C -5.036 3.134 -4.061
C -4.761 1.689 -3.603
P -5.003 1.215 -1.896
C -4.332 -0.437 -1.817
C -4.521 -1.195 -0.513
C -5.849 -1.976 -0.497
C -6.144 -2.798 0.830
C -4.075 2.289 -0.780
C -2.573 2.149 -0.736
C -1.879 3.401 -0.058
C -2.252 3.879 1.352
C -6.679 1.509 -1.417
C -7.894 0.791 -2.113
C -9.139 1.184 -1.342
C -9.469 0.327 -0.040
H -3.331 4.900 -5.672
H -5.063 5.415 -5.438
H -4.384 4.913 -6.993
H -3.804 2.602 -5.744
H -5.457 2.804 -6.204
H -6.093 3.468 -3.962
H -4.480 3.907 -3.513
H -3.690 1.431 -3.799
H -5.372 0.985 -4.169
H -3.263 -0.297 -2.043
H -4.789 -1.040 -2.642
H -4.697 -0.558 0.312
H -3.641 -1.838 -0.363
H -5.973 -2.605 -1.339
H -6.657 -1.246 -0.645
H -5.177 -3.202 1.091
H -6.854 -3.589 0.591
H -6.540 -2.154 1.619
H -4.526 2.176 0.197
H -4.332 3.245 -1.235
H -2.097 1.982 -1.735
H -2.247 1.289 -0.136
H -1.913 4.213 -0.774
H -0.808 3.153 0.015
H -1.757 4.831 1.564
H -1.912 3.205 2.118
H -3.367 3.955 1.508
H -6.763 2.572 -1.623
H -6.836 1.454 -0.362
H -7.707 -0.272 -1.909
H -7.879 0.972 -3.215
H -9.988 1.129 -2.049
H -9.108 2.240 -1.060
H -10.005 -0.603 -0.204
H -10.068 1.038 0.518
H -8.561 0.132 0.545
C -4.794 -7.952 -8.488
C -5.104 -8.131 -7.029
C -5.015 -6.841 -6.209
C -3.595 -6.475 -5.932
P -3.392 -4.840 -5.146
C -4.351 -4.826 -3.594
C -4.076 -5.958 -2.637
C -4.757 -5.789 -1.228
C -6.280 -5.693 -1.246
C -1.554 -4.677 -4.808
C -0.566 -4.574 -5.985
C 0.846 -4.955 -5.418
C 2.032 -4.794 -6.447
C -3.980 -3.573 -6.284
C -3.852 -2.056 -5.941
C -3.923 -1.088 -7.120
C -2.695 -1.287 -8.015
H -4.484 -8.789 -9.078
H -4.030 -7.187 -8.565
H -5.694 -7.649 -8.991
H -4.466 -8.807 -6.462
H -6.015 -8.678 -6.953
H -5.535 -7.017 -5.323
H -5.559 -6.033 -6.734
H -3.101 -6.415 -6.894
H -3.142 -7.279 -5.324
H -5.434 -4.936 -3.854
H -4.212 -3.814 -3.192
H -2.992 -6.142 -2.431
H -4.415 -6.906 -3.078
H -4.395 -4.812 -0.804
H -4.391 -6.502 -0.523
H -6.588 -5.284 -0.312
H -6.753 -6.683 -1.409
H -6.607 -5.017 -2.035
H -1.345 -5.468 -4.148
H -1.499 -3.853 -4.115
H -0.506 -3.608 -6.420
H -0.827 -5.372 -6.713
H 0.759 -5.967 -5.008
H 1.012 -4.323 -4.510
H 2.332 -3.765 -6.645
H 1.844 -5.304 -7.393
H 2.891 -5.278 -6.002
H -5.008 -3.888 -6.592
H -3.416 -3.715 -7.217
H -2.938 -1.858 -5.392
H -4.692 -1.740 -5.295
H -3.968 -0.068 -6.778
H -4.768 -1.221 -7.779
H -2.633 -0.609 -8.866
H -2.662 -2.278 -8.487
H -1.774 -1.114 -7.446
C 0.613 1.860 4.529
O -0.590 1.347 3.911
C -0.362 0.678 2.723
C -1.470 -0.259 2.443
N -1.295 -1.569 3.235
H -0.398 -1.970 2.929
H -1.131 -1.459 4.267
C -2.491 -2.488 3.108
C -2.160 -3.661 2.285
O -2.169 -3.115 0.966
C -1.625 -3.906 -0.057
H 1.164 2.452 3.750
H 1.284 1.033 4.873
H 0.387 2.545 5.343
H 0.634 0.204 2.748
H -0.315 1.325 1.830
H -1.551 -0.607 1.393
H -2.418 0.191 2.679
H -3.418 -2.062 2.755
H -2.637 -2.739 4.197
H -2.890 -4.421 2.553
H -1.185 -4.044 2.530
H -0.509 -3.936 -0.005
H -1.912 -3.383 -0.963
H -1.975 -4.953 -0.121
C 0.080 11.311 2.392
O 0.606 10.181 3.051
C 1.156 10.477 4.291
C 1.792 9.195 4.788
N 0.805 8.067 4.550
H -0.022 8.315 5.121
H 0.489 8.152 3.570
C 1.274 6.667 4.977
C 0.019 5.803 5.186
O -0.971 6.645 5.789
C -2.198 5.908 6.064
H 0.692 11.237 1.499
H 0.318 12.276 2.776
H -0.953 11.128 2.136
H 0.313 10.809 5.033
H 1.985 11.235 4.258
H 2.094 9.240 5.827
H 2.688 8.919 4.276
H 1.765 6.958 5.891
H 2.013 6.289 4.303
H 0.275 5.049 5.912
H -0.390 5.487 4.198
H -2.139 5.125 6.827
H -2.651 5.585 5.136
H -2.896 6.610 6.503
C 6.159 -6.519 0.678
O 4.775 -6.182 0.999
C 3.825 -6.594 0.042
C 3.342 -5.538 -0.939
N 2.533 -4.567 -0.235
H 1.645 -5.104 0.014
H 2.957 -4.270 0.674
C 2.310 -3.271 -1.041
C 3.575 -2.439 -1.301
O 4.001 -2.650 -2.579
C 4.975 -1.649 -2.848
H 6.165 -6.906 -0.323
H 6.447 -7.394 1.270
H 6.766 -5.624 0.891
H 2.986 -6.928 0.652
H 4.089 -7.535 -0.458
H 2.729 -6.073 -1.657
H 4.110 -5.042 -1.575
H 1.709 -2.681 -0.337
H 1.817 -3.536 -1.997
H 4.321 -2.757 -0.582
H 3.368 -1.390 -1.061
H 4.455 -0.715 -2.998
H 5.383 -1.959 -3.841
H 5.733 -1.517 -2.102
C 4.627 -0.734 2.182
O 5.256 0.070 1.088
C 4.300 0.928 0.376
C 5.006 2.251 0.107
N 6.363 1.903 -0.371
H 7.039 2.648 -0.371
H 6.671 1.169 0.310
C 6.418 1.378 -1.836
C 7.121 2.383 -2.722
O 6.515 3.603 -2.386
C 6.900 4.627 -3.261
H 3.530 -0.686 2.114
H 4.974 -0.360 3.127
H 5.030 -1.758 1.960
H 3.436 1.105 0.982
H 3.982 0.547 -0.612
H 5.017 2.783 1.029
H 4.547 2.915 -0.636
H 5.369 1.368 -2.220
H 6.785 0.384 -2.134
H 6.992 2.103 -3.794
H 8.187 2.346 -2.605
H 6.313 5.561 -3.125
H 6.786 4.267 -4.313
H 7.961 4.898 -3.136
B 0.366 -6.815 -1.857
F -0.871 -7.411 -2.064
F 1.427 -7.512 -2.470
F 0.303 -5.498 -2.382
F 0.482 -6.690 -0.317
B 3.426 4.556 2.340
F 2.382 4.282 3.256
F 3.665 5.937 2.375
F 4.579 3.822 2.703
F 2.950 4.239 1.048
B -5.115 1.569 2.614
F -3.812 1.667 2.063
F -5.177 2.043 3.969
F -5.971 2.390 1.745
F -5.434 0.211 2.524
Cl -0.439 -2.688 5.838
Cl 1.569 -2.390 2.241
```

LUMO in eV: -4.9
Charge: +3
Spin multiplicity: 1
E_HOMO in eV: -11.90
HOMO-LUMO gap in eV: 7.004